1.
C8H11N | the ωB97M-V functional and the def2-TZVPD basis

HOMO level, eV: -8.247
Total charge: 0
Orbital gap, eV: 8.693
Relative energy (zero: lowest compared OMol25 entry of this formula, charge and spin), kcal/mol: 104.4
SMILES string: C/C1=C/C=C\C=C\CN1

Last column: natural (NBO) charge in e.
Atoms and positions in Å:
C: 2.490 -0.476 0.229  -0.663
C: 1.146 -0.338 -0.322  0.166
C: 0.116 1.827 0.124  -0.286
C: -0.944 0.959 0.514  -0.185
C: -2.364 -0.708 -0.054  -0.203
C: -1.223 -1.426 -0.129  -0.258
C: 0.288 -1.393 -0.246  -0.293
C: -2.174 0.789 -0.037  -0.275
H: 2.417 -1.625 0.433  0.233
H: 2.539 -0.048 1.347  0.224
H: 3.582 0.098 -0.216  0.240
H: 0.111 0.949 -1.550  0.364
H: -0.032 2.823 -0.425  0.219
H: 0.941 2.192 0.865  0.202
H: -0.647 0.069 1.147  0.232
H: -3.426 -1.122 0.233  0.222
H: -1.457 -2.535 -0.241  0.207
H: 0.745 -2.432 -0.120  0.220
H: -2.910 1.408 -0.714  0.228
N: 0.802 0.991 -0.838  -0.595

---

2.
C6H10Br6O2S | the ωB97M-V functional and the def2-TZVPD basis

HOMO level (alpha / beta), eV: -1.086 / -5.507
Total charge: -1
Orbital gap (alpha / beta), eV: 3.431 / 7.849
Spin multiplicity: 2

Last column: Mulliken spin population.
Atoms and positions in Å:
C: -11.363 -26.110 -11.364  0.214
Br: -11.934 -24.227 -11.563  0.210
Br: -12.657 -27.150 -10.184  0.303
Br: -9.526 -26.206 -10.565  0.239
H: -11.390 -26.609 -12.333  0.025
C: -14.520 -26.149 -7.369  0.002
Br: -15.470 -27.792 -7.730  -0.002
Br: -12.971 -26.337 -6.126  0.001
Br: -15.713 -24.851 -6.642  0.001
H: -14.159 -25.749 -8.316  0.002
C: -10.370 -31.358 -13.798  0.003
C: -9.062 -31.003 -14.520  -0.001
C: -9.525 -30.157 -15.735  0.001
S: -10.731 -28.925 -15.072  0.005
O: -11.922 -28.806 -15.865  -0.001
O: -9.969 -27.747 -14.701  0.000
C: -11.163 -30.005 -13.549  -0.003
H: -10.158 -31.868 -12.858  0.000
H: -10.958 -32.004 -14.450  0.000
H: -8.484 -31.862 -14.863  0.000
H: -8.454 -30.430 -13.819  0.000
H: -10.152 -30.772 -16.380  0.000
H: -8.771 -29.646 -16.335  0.000
H: -12.248 -30.094 -13.583  -0.002
H: -10.849 -29.513 -12.628  0.002

---

3.
C4H11IO4S2 | the ωB97M-V functional and the def2-TZVPD basis

HOMO level, eV: -9.134
Total charge: 0
Orbital gap, eV: 8.688

Last column: natural (NBO) charge in e.
Atoms and positions in Å:
C: 5.117 0.722 0.575  -0.657
C: 3.933 0.637 -0.387  -0.086
O: 3.021 -0.448 -0.123  -0.712
S: 2.353 -0.459 1.349  1.783
O: 1.461 -1.585 1.290  -0.930
O: 1.496 0.899 1.261  -0.924
I: 0.052 0.996 -0.155  0.462
H: 6.024 0.925 0.008  0.219
H: 5.266 -0.214 1.106  0.224
H: 4.999 1.537 1.284  0.217
H: 3.376 1.572 -0.420  0.190
H: 4.288 0.446 -1.396  0.200
C: -3.301 -1.550 -0.631  -0.831
S: -3.914 -0.012 -1.327  1.260
O: -2.892 1.024 -1.015  -1.007
C: -5.243 0.224 -0.145  -0.829
H: -2.424 -1.843 -1.204  0.247
H: -3.025 -1.389 0.410  0.239
H: -4.071 -2.317 -0.717  0.229
H: -4.828 0.255 0.861  0.235
H: -5.961 -0.590 -0.245  0.229
H: -5.725 1.170 -0.379  0.242

---

4.
C30H31Br30N3O | the ωB97M-V functional and the def2-TZVPD basis

HOMO level, eV: -8.865
Total charge: 0
Orbital gap, eV: 8.353

Last column: Mulliken charge in e.
Atoms and positions in Å:
C: 2.520 5.206 0.047  -1.396
C: 2.861 3.908 0.761  0.211
C: 4.196 3.646 1.080  -1.022
C: 4.486 2.462 1.741  -1.516
C: 3.532 1.519 2.123  0.737
C: 4.019 0.263 2.830  0.131
C: 3.830 0.290 4.369  -1.530
C: 3.447 -1.036 2.173  -1.196
C: 2.191 1.794 1.845  0.954
O: 1.252 0.889 2.279  -0.376
C: 0.242 0.625 1.318  -0.875
C: -1.129 1.363 1.599  3.743
C: -0.947 2.462 2.605  -0.425
N: -0.649 3.451 3.141  -0.701
C: -1.635 1.925 0.237  -0.756
C: -2.556 3.077 0.462  -0.030
N: -3.348 3.918 0.321  -0.667
C: -2.147 0.373 2.238  -0.623
C: -1.751 -0.232 3.412  -1.094
C: -2.618 -1.124 4.065  -0.982
C: -3.852 -1.273 3.403  0.554
C: -4.074 -0.616 2.215  -1.838
N: -3.278 0.229 1.554  -0.317
C: 1.888 2.953 1.159  0.345
H: 2.401 5.080 -1.038  0.256
H: 1.674 5.714 0.524  0.377
H: 3.389 5.871 0.174  0.396
H: 4.960 4.382 0.828  0.424
H: 5.531 2.265 1.987  0.426
H: 5.104 0.214 2.651  0.627
H: 2.936 0.835 4.692  0.298
H: 4.716 0.787 4.796  0.372
H: 3.861 -0.740 4.754  0.384
H: 4.217 -1.809 2.324  0.526
H: 2.513 -1.362 2.644  0.224
H: 3.336 -0.898 1.091  -0.051
H: 0.601 0.819 0.298  0.040
H: 0.020 -0.454 1.360  0.481
H: -0.767 2.325 -0.310  0.569
H: -2.081 1.163 -0.408  0.589
H: -0.764 -0.021 3.829  0.614
H: -2.411 -1.633 5.001  0.507
H: -4.642 -1.910 3.823  -0.124
H: -5.043 -0.788 1.743  1.340
H: 0.856 3.188 0.907  0.103
C: -3.229 4.010 -3.240  0.187
Br: -2.107 2.764 -4.199  -0.001
Br: -3.023 5.813 -3.890  -0.020
Br: -5.068 3.443 -3.245  -0.003
H: -2.902 4.006 -2.208  -0.203
C: 3.134 0.450 -2.176  -0.182
Br: 3.076 1.976 -0.968  0.201
Br: 4.956 -0.098 -2.517  -0.089
Br: 2.046 -1.020 -1.554  -0.053
H: 2.716 0.773 -3.121  0.205
C: 3.269 -1.044 -5.878  -0.033
Br: 2.754 -2.778 -5.208  0.072
Br: 4.032 -1.167 -7.642  -0.064
Br: 1.806 0.213 -5.811  -0.003
H: 4.041 -0.664 -5.221  0.041
C: -8.255 -3.248 4.239  -0.376
Br: -9.158 -2.888 5.903  -0.016
Br: -9.089 -2.342 2.757  -0.020
Br: -6.367 -2.837 4.345  0.121
H: -8.339 -4.310 4.053  0.366
C: -1.712 -4.329 1.694  0.315
Br: -2.068 -5.875 2.793  -0.029
Br: -0.974 -2.871 2.704  0.116
Br: -0.632 -4.759 0.160  0.120
H: -2.665 -3.985 1.314  -0.438
C: -5.576 4.400 3.305  -0.089
Br: -5.819 3.243 4.831  -0.027
Br: -7.223 5.265 2.795  -0.031
Br: -4.158 5.671 3.590  -0.005
H: -5.275 3.774 2.475  0.114
C: 2.852 -4.719 -9.213  -0.206
Br: 2.344 -6.438 -8.501  -0.010
Br: 3.609 -4.871 -10.980  -0.026
Br: 1.389 -3.467 -9.167  0.005
H: 3.626 -4.324 -8.567  0.221
C: -0.059 -7.154 -3.194  -0.438
Br: -0.298 -8.305 -1.663  -0.013
Br: -1.715 -6.305 -3.717  0.027
Br: 1.350 -5.860 -2.914  0.002
H: 0.255 -7.782 -4.017  0.377
C: 6.926 3.340 -2.085  0.220
Br: 7.979 2.315 -3.337  -0.053
Br: 8.032 4.253 -0.794  -0.047
Br: 5.725 4.552 -2.981  -0.009
H: 6.313 2.635 -1.536  -0.156
C: -4.803 -3.734 -1.219  -0.363
Br: -3.966 -5.396 -0.717  -0.037
Br: -4.508 -2.342 0.108  0.278
Br: -4.259 -3.165 -2.980  -0.041
H: -5.869 -3.915 -1.257  0.385

---

5.
C6H10O2 | the ωB97M-V functional and the def2-TZVPD basis

HOMO level, eV: -8.775
Total charge: 0
Orbital gap, eV: 8.815
Relative energy (zero: lowest compared OMol25 entry of this formula, charge and spin), kcal/mol: 78.6
SMILES string: C=C(C)C=O.CC=O

Last column: natural (NBO) charge in e.
Atoms and positions in Å:
C: -0.408 -0.983 -1.597  -0.661
C: 0.310 0.142 -0.902  -0.120
C: -0.756 1.164 -0.161  0.398
C: 1.304 0.864 -1.480  -0.391
O: -1.941 0.913 -0.132  -0.533
H: -0.316 2.164 0.008  0.148
H: 0.292 -1.711 -2.012  0.224
H: -1.091 -1.476 -0.904  0.227
H: -1.007 -0.596 -2.425  0.240
H: 1.775 1.698 -0.972  0.216
H: 1.692 0.586 -2.452  0.205
C: -0.482 -0.671 2.185  -0.725
C: 0.604 0.051 1.442  0.451
O: 1.283 1.000 1.786  -0.541
H: 0.973 -0.612 0.500  0.139
H: -1.041 0.050 2.784  0.235
H: -0.037 -1.417 2.847  0.252
H: -1.156 -1.167 1.488  0.236

---

6.
C24H48Li6O14P2 | the ωB97M-V functional and the def2-TZVPD basis

HOMO level, eV: -3.079
Total charge: 0
Orbital gap, eV: 1.520
Relative energy (zero: lowest compared OMol25 entry of this formula, charge and spin), kcal/mol: 428.9

Last column: Mulliken charge in e.
Atoms and positions in Å:
Li: -1.944 -3.850 0.532  0.831
Li: 3.180 -2.231 -0.656  0.716
Li: -2.693 1.701 -0.749  0.792
Li: -3.519 0.046 2.937  0.833
Li: -1.286 -1.621 -3.165  0.827
Li: 2.393 1.771 -2.606  0.740
P: -4.907 -1.981 -0.154  0.659
O: -4.388 -2.462 1.203  -0.772
O: -6.365 -2.357 -0.075  -0.736
O: -3.971 -2.498 -1.216  -0.723
O: -4.944 -0.443 -0.256  -0.678
P: 0.196 -0.169 -0.220  0.709
O: 1.660 0.166 -0.051  -0.878
O: 0.183 -1.667 -0.562  -0.755
O: -0.160 0.558 -1.523  -0.888
O: -0.777 0.326 0.885  -0.699
C: -1.723 -8.547 -0.770  -0.500
C: -0.229 -8.583 -0.989  -0.536
C: 0.250 -7.462 -0.068  -0.420
O: -0.830 -7.034 0.754  -0.389
C: -1.865 -8.025 0.650  -0.511
H: -2.173 -9.538 -0.829  0.320
H: -2.185 -7.814 -1.430  0.266
H: -0.008 -8.477 -2.051  0.308
H: 0.141 -9.506 -0.541  0.264
H: 0.554 -6.638 -0.714  0.272
H: 1.046 -7.843 0.572  0.275
H: -2.869 -7.709 0.935  0.386
H: -1.585 -8.851 1.304  0.265
C: -2.377 -0.385 8.429  -0.426
C: -1.354 -1.165 7.706  -0.497
C: -2.052 -1.630 6.458  -0.336
O: -3.288 -0.918 6.414  -0.409
C: -3.702 -0.540 7.725  -0.490
H: -2.101 0.669 8.446  0.252
H: -2.412 -0.722 9.465  0.273
H: -1.013 -2.021 8.289  0.278
H: -0.458 -0.564 7.547  0.224
H: -2.183 -2.712 6.453  0.271
H: -1.440 -1.295 5.620  0.266
H: -4.346 -1.341 8.087  0.280
H: -4.254 0.374 7.942  0.319
C: 2.855 7.156 -4.362  -0.531
C: 1.602 7.337 -3.481  -0.404
C: 0.859 5.952 -3.523  -0.422
O: 1.863 5.079 -4.087  -0.395
C: 2.687 5.846 -5.022  -0.359
H: 3.763 7.382 -3.804  0.306
H: 2.796 7.951 -5.106  0.229
H: 0.934 8.140 -3.790  0.322
H: 1.869 7.532 -2.442  0.224
H: -0.070 5.799 -4.072  0.271
H: 0.519 5.679 -2.524  0.222
H: 2.144 6.013 -5.953  0.256
H: 3.549 5.205 -5.206  0.283
C: 6.808 -1.747 3.858  -0.556
C: 5.724 -2.302 4.654  -0.435
C: 4.767 -2.851 3.591  -0.464
O: 5.361 -2.626 2.333  -0.401
C: 6.361 -1.599 2.410  -0.477
H: 7.631 -2.462 3.893  0.223
H: 7.286 -0.877 4.308  0.368
H: 5.178 -1.539 5.208  0.250
H: 6.092 -3.071 5.334  0.270
H: 3.778 -2.394 3.598  0.352
H: 4.644 -3.889 3.899  0.257
H: 5.887 -0.642 2.194  0.279
H: 7.120 -1.557 1.629  0.333
C: 1.005 -1.341 -8.219  -0.527
C: 0.777 0.117 -7.955  -0.525
C: -0.586 0.201 -7.340  -0.395
O: -0.658 -1.008 -6.620  -0.413
C: -0.061 -2.090 -7.341  -0.440
H: 2.018 -1.728 -8.120  0.335
H: 0.814 -1.328 -9.292  0.221
H: 0.952 0.796 -8.790  0.382
H: 1.542 0.475 -7.267  0.189
H: -1.400 0.224 -8.065  0.264
H: -0.706 1.014 -6.624  0.280
H: -0.826 -2.352 -8.072  0.270
H: 0.270 -3.022 -6.883  0.370
C: -1.845 7.049 1.794  -0.282
C: -3.098 7.528 1.101  -0.655
C: -3.828 6.289 0.598  -0.387
O: -2.889 5.251 0.776  -0.358
C: -1.983 5.573 1.858  -0.511
H: -1.669 7.470 2.784  0.312
H: -1.077 7.248 1.047  0.153
H: -2.946 8.363 0.417  0.349
H: -3.782 8.036 1.781  0.261
H: -3.969 6.472 -0.467  0.211
H: -4.776 6.009 1.058  0.327
H: -1.037 5.034 1.806  0.330
H: -2.450 5.196 2.768  0.257